This record from the Open Molecules 2025 dataset describes a 4-piece molecular cluster, C30H58Br6N2O6 overall. The level of theory is ωB97M-V/def2-TZVPD.

```
102
Properties=species:S:1:pos:R:3:forces:R:3:mulliken_charge:R:1
C -0.674900 -1.652412 4.525191 -0.17 0.53 -0.51 -0.811
C -1.675449 -1.435830 3.389110 0.57 -0.09 0.47 -0.554
C -1.131446 -0.529177 2.293656 -0.81 -0.13 -0.10 0.649
C -1.971263 -0.662278 1.010771 0.41 -0.81 0.62 -1.111
N -1.327186 -1.427722 -0.061165 -1.53 -0.13 -0.26 0.332
C -1.320399 -0.712895 -1.323890 2.89 0.09 0.29 0.517
C -0.644067 -1.515860 -2.475903 -1.37 -0.60 0.32 -1.408
C -0.910417 -3.030191 -2.629485 0.44 0.09 0.16 -1.007
C -0.129445 -4.082757 -1.845079 0.40 0.28 -0.52 -0.920
C 1.388665 -3.989397 -1.972737 0.30 -0.20 0.29 -0.592
C 2.038780 -4.433636 -0.693940 -1.03 0.24 0.12 -0.536
O 1.603077 -5.777054 -0.437290 0.59 0.25 -0.03 -0.295
C 2.028434 -6.347347 0.707616 0.08 -0.93 -0.02 0.595
C 2.090046 -5.583251 1.985870 0.37 0.97 0.00 -0.678
O 2.318184 -7.510502 0.708114 -0.13 -0.29 -0.14 -0.583
C -0.435095 0.548366 -1.134629 -1.06 -0.32 -1.37 -1.271
O 0.840017 0.268679 -0.621688 -0.12 0.26 0.33 -0.090
C 1.371766 1.418768 0.043354 -0.51 -0.97 -0.84 0.639
C 2.899874 1.380850 -0.077280 -0.05 0.70 0.81 -1.289
C 3.606809 0.746707 1.122992 -0.53 -0.42 -0.64 -0.797
C 3.792230 -0.757010 0.913946 0.67 0.87 0.57 0.056
C 5.005604 -1.329529 1.632688 -0.17 -0.57 -0.78 -0.921
O 6.106075 -0.407667 1.678493 -0.58 -0.58 0.65 -0.304
C 6.703665 -0.332959 2.875198 0.73 0.82 0.02 0.251
O 7.421750 0.578600 3.147955 0.29 0.27 0.04 -0.468
N 0.932781 2.673103 -0.550313 2.40 -0.08 0.14 -0.045
C 0.697329 3.620284 0.253314 -0.94 0.22 0.20 1.010
C 1.422231 4.916991 0.180632 -0.93 0.37 -0.56 -2.065
C -0.328162 3.543626 1.357634 1.04 -0.59 0.68 -1.251
O -2.551491 -0.164345 -1.683069 -0.15 -0.21 0.09 -0.410
C -3.555905 -1.025889 -2.168440 -1.22 0.12 0.11 -0.237
C -4.227708 -1.892640 -1.124354 1.08 -0.57 -0.01 -1.247
H -0.838441 -0.895589 5.278706 0.07 0.03 0.42 -0.214
H 0.328716 -1.506070 4.153008 0.49 -0.15 -0.08 0.286
H -0.751849 -2.636640 4.948880 -0.05 -0.36 0.40 0.385
H -2.543092 -0.962706 3.825095 -0.56 0.01 -0.04 0.459
H -1.989674 -2.389030 2.986657 -0.06 -0.30 -0.29 0.422
H -0.084991 -0.754898 2.121153 0.31 0.09 -0.21 -0.255
H -1.228417 0.483799 2.670264 0.40 0.38 -0.01 -0.389
H -2.334023 0.297562 0.671122 0.07 0.20 -0.27 0.401
H -2.846685 -1.226915 1.311687 -0.48 0.04 0.00 0.704
H -0.419281 -1.779940 0.178567 0.35 0.18 0.00 0.034
H -1.103071 -1.071357 -3.351759 0.12 0.25 -0.38 0.463
H 0.402935 -1.275298 -2.537136 0.50 0.01 0.20 0.735
H -0.694785 -3.259928 -3.667648 -0.07 0.02 -0.42 0.420
H -1.954066 -3.256473 -2.480479 -0.46 0.09 0.02 0.216
H -0.424503 -5.036716 -2.258691 -0.19 -0.38 0.00 0.381
H -0.387788 -4.138918 -0.801194 -0.30 0.30 0.51 0.526
H 1.791789 -4.619144 -2.754888 -0.11 -0.07 -0.51 0.464
H 1.746683 -2.981254 -2.145706 -0.07 0.36 -0.16 0.321
H 3.113577 -4.334270 -0.720836 0.46 -0.29 0.03 0.434
H 1.633751 -3.797027 0.079609 0.11 0.34 0.45 0.126
H 3.055156 -5.764365 2.429505 0.34 -0.19 0.19 0.291
H 1.349066 -5.927104 2.679943 -0.48 -0.41 0.21 0.273
H 1.980532 -4.514142 1.896058 -0.13 0.31 -0.10 0.203
H -0.352867 0.979414 -2.132534 0.20 0.28 0.03 0.768
H -1.010232 1.245664 -0.535796 0.12 0.18 0.33 0.270
H 1.150555 1.325034 1.111064 -0.49 0.15 0.20 0.027
H 3.197172 0.961850 -1.025051 0.02 -0.29 -0.35 0.479
H 3.205075 2.415822 -0.098872 0.09 0.39 -0.14 0.224
H 4.541929 1.249525 1.307811 0.34 0.07 -0.03 0.573
H 2.970300 0.893255 1.987093 0.01 0.21 0.46 0.340
H 2.930720 -1.223212 1.353569 -0.57 -0.64 -0.25 -0.152
H 3.844405 -0.937678 -0.147362 -0.01 -0.33 -0.33 0.294
H 5.345203 -2.205220 1.094369 0.16 -0.30 -0.15 0.294
H 4.699831 -1.686699 2.607091 0.25 0.28 0.57 0.513
H 6.557289 -1.133885 3.605751 -0.53 -0.43 -0.24 0.357
H 2.180030 4.917173 -0.582181 0.23 0.04 -0.32 0.312
H 0.709947 5.725091 0.055258 -0.02 0.48 -0.16 0.522
H 1.859607 5.077589 1.157799 0.27 -0.03 0.33 0.504
H -0.522540 4.506376 1.801950 -0.26 0.34 -0.02 0.505
H -1.220698 3.046143 1.017869 -0.40 0.02 -0.21 0.175
H 0.085162 2.928155 2.151123 -0.06 -0.19 0.39 0.303
H -3.259576 -1.640593 -3.011330 0.51 -0.07 -0.18 0.261
H -4.328627 -0.373335 -2.551320 -0.05 0.47 -0.26 0.508
H -5.044468 -2.446242 -1.558092 -0.57 0.09 -0.15 0.449
H -4.514400 -1.336755 -0.246536 -0.36 0.27 0.13 0.294
H -3.515243 -2.641803 -0.805019 0.19 -0.25 0.33 0.279
Br 1.549405 3.775920 -4.420671 -0.06 -0.05 -0.01 -0.162
C -0.126463 4.757963 -4.565030 0.43 0.09 0.03 -0.354
C -0.776580 4.947440 -3.224614 -0.34 -0.06 0.07 -0.374
Br -1.620947 3.305908 -2.618613 -0.21 0.21 -0.14 -0.035
H -0.753266 4.210155 -5.254861 -0.04 -0.03 0.00 -0.051
H 0.140036 5.716703 -5.003201 -0.05 0.03 0.01 0.401
H -1.579374 5.678431 -3.291478 0.01 0.02 -0.08 0.401
H -0.076331 5.248712 -2.451899 0.09 -0.04 -0.04 0.182
Br -3.143366 5.295768 -6.394923 -0.12 0.01 0.02 -0.123
C -3.096300 3.396245 -6.820510 0.18 0.14 -0.03 -0.537
C -4.171926 3.020453 -7.802492 -0.17 -0.18 0.09 -0.675
Br -5.918678 2.929440 -6.953153 0.01 0.06 -0.04 -0.137
H -3.177650 2.862608 -5.878587 -0.04 -0.02 0.01 0.336
H -2.111989 3.222541 -7.250905 -0.01 -0.02 -0.05 0.383
H -3.991708 2.023599 -8.197477 0.06 -0.01 0.02 0.380
H -4.256928 3.725037 -8.622402 0.04 0.04 0.00 0.397
Br -2.548940 1.883236 5.200666 -0.05 -0.02 0.03 -0.098
C -2.400691 2.147323 7.124306 0.11 0.13 -0.20 -0.544
C -1.399883 1.205456 7.736720 -0.09 -0.17 0.19 -0.669
Br -2.112412 -0.596786 7.899685 0.00 0.03 0.01 -0.125
H -3.396641 2.028360 7.536110 -0.01 -0.05 0.03 0.368
H -2.077869 3.178297 7.247832 0.03 0.00 0.02 0.338
H -1.160444 1.511212 8.752342 -0.02 0.06 0.00 0.376
H -0.485550 1.131107 7.157312 0.00 0.04 -0.05 0.376
```
Positions in Å, forces in eV/Å.

Calculated values
Electronic energy = -467568.2777 eV
Frontier orbital gap = 8.6 eV
Structure (SMILES) = CCCCN[C@](CCCCCOC(C)=O)(CO[C@@H](CCCCOC=O)N=C(C)C)OCC.BrCCBr.BrCCBr.BrCCBr
Total charge = 0
LUMO = 0.3 eV